Here is a molecular structure, C35H23BrIN5NiO5S from OMol25. Energies are from the ωB97M-V functional and the def2-TZVPD basis.

Properties
Orbital gap (alpha / beta): 0.273 / 0.273 Eh
Energy above the lowest of the compared OMol25 structures with the same formula, charge and spin: 27.4 kJ/mol

Atoms and positions in Å:
I: -2.4059 -3.8146 0.2128
Br: -1.2229 -5.9969 -3.6234
Ni: 0.6516 1.0863 0.4122
S: 2.5821 4.8786 1.4696
O: -5.2047 5.3628 -1.7112
O: -1.1335 1.6100 0.6687
O: -0.7808 2.7194 -1.2279
O: -6.5839 4.7044 0.0207
O: 2.4308 0.6905 0.0546
N: 1.6690 -1.4343 1.6342
N: 4.3079 -5.2779 -1.2246
N: 4.8660 -4.2550 -0.8215
N: 1.2679 2.6890 1.3357
N: -0.0163 -0.3812 -0.6341
C: 4.5346 -1.9209 -1.3175
C: -2.8788 2.9830 -0.1371
C: 1.2863 -4.6933 -3.3137
C: 2.2751 3.3246 0.8270
C: 2.1078 -6.2771 -1.1893
C: 2.5323 -4.4883 -2.7432
C: -1.3129 -2.3568 -0.7871
C: -4.9984 3.1206 1.0420
C: 2.7734 -3.9662 1.2475
C: -1.4976 2.4160 -0.2766
C: -4.5599 4.4363 -0.9307
C: 4.1364 -3.0293 -0.6240
C: 0.7539 5.5687 3.5061
C: -1.1117 -2.4016 -2.1582
C: 0.1840 -0.4050 -1.9519
C: 3.9127 -0.6800 -1.1299
C: -0.7655 -1.3198 -0.0583
C: 1.8720 -3.7411 2.2446
C: -3.3004 3.9267 -1.0858
C: -3.7119 2.5926 0.9014
C: -0.4439 3.0406 3.1114
C: 0.6417 3.4390 2.3295
C: -0.9163 3.9129 4.0663
C: -5.3898 4.0442 0.1062
C: 3.1514 -2.9052 0.3912
C: 0.4543 -5.6750 -2.8012
C: -6.4855 5.5582 -1.1204
C: -0.3563 -1.3998 -2.7469
C: 2.9461 -5.2861 -1.6830
C: 1.3427 -2.4434 2.3974
C: -0.3273 5.1699 4.2610
C: 2.5643 -1.6375 0.6329
C: 0.8454 -6.4586 -1.7283
C: 2.9334 -0.4960 -0.1692
C: 1.2332 4.6861 2.5397
H: -3.3482 1.8612 1.6088
H: 3.1941 -3.7341 -3.1456
H: 1.5711 -4.5308 2.9195
H: 0.7855 0.3977 -2.3550
H: 0.1863 -7.2239 -1.3431
H: -1.5373 -3.2001 -2.7516
H: -0.1833 -1.3878 -3.8136
H: 0.9746 -4.1056 -4.1656
H: 3.2198 -4.9440 1.1237
H: -6.5855 6.5979 -0.8016
H: -1.7613 3.6239 4.6770
H: 1.2187 6.5333 3.6587
H: -5.6568 2.8198 1.8448
H: 2.4586 -6.9190 -0.3913
H: 4.2197 0.1772 -1.7152
H: -0.9187 -1.2267 1.0060
H: -7.2630 5.2902 -1.8384
H: -0.9005 2.0771 2.9433
H: 0.6221 -2.2450 3.1859
H: 5.3360 -2.0189 -2.0408
H: -2.6414 4.2192 -1.8904
H: -0.7243 5.8345 5.0167
H: 2.8821 2.8844 0.0502

Here is a molecular structure, C24H64MgO10Zr from OMol25. Energies are from the ωB97M-V functional and the def2-TZVPD basis.

Properties
Total charge: +2
Orbital gap: 0.111 Eh
Energy above the lowest of the compared OMol25 structures with the same formula, charge and spin: 0.0 kJ/mol

Atoms and positions in Å:
Zr: 0.1023 -1.2864 3.9696
Mg: -0.1109 0.3433 0.3137
O: 0.9534 -1.2611 -0.1853
O: 2.1384 -0.7069 3.3980
O: 2.8251 0.6916 -6.1277
O: -5.1677 4.7101 0.8081
O: -1.5425 -2.9797 -1.7374
O: -1.6558 -0.8852 -0.1352
O: 0.2219 -2.7986 2.3362
O: -0.3641 1.6017 -1.1690
O: -0.6096 0.1868 2.3935
O: 1.7784 0.9637 0.9863
C: 1.0449 -4.9953 1.5867
C: -4.6390 3.7181 0.0002
C: 4.0438 -0.3537 4.9943
C: -1.2750 -1.4292 -3.5682
C: -3.0004 -0.5182 -0.3125
C: -2.0564 -2.6292 -3.0082
C: -1.3608 -4.5612 1.9861
C: 3.5452 -0.5706 3.5202
C: -0.8588 2.7481 -1.7478
C: 2.7591 0.0406 -4.9133
C: -2.6739 1.3684 3.1654
C: -2.1308 2.4019 -2.5299
C: -0.0388 -3.9658 1.6044
C: 0.2283 3.4584 -2.5681
C: -3.8420 -1.6581 0.2916
C: -0.4403 2.5285 3.3626
C: 1.6757 -1.4105 -1.3588
C: -1.2406 1.4719 2.5573
C: -5.6349 2.6013 -0.0278
C: 3.2809 2.4491 -0.1084
C: 3.1694 -1.3032 -1.0109
C: 2.2321 2.2543 0.9191
C: 4.3070 -1.7423 2.9222
C: 3.6720 0.7770 -3.9408
H: 3.5062 0.4993 5.4082
H: -0.2232 4.3613 -2.9792
H: -3.1397 0.4001 0.2579
H: 1.0322 3.7623 -1.8976
H: 5.3842 -1.5877 2.9844
H: 0.6749 -2.1499 0.0471
H: -6.5231 2.9005 -0.5844
H: -3.4997 -2.6321 -0.0581
H: 3.2360 3.4997 -0.3952
H: -4.9097 -1.5387 0.1076
H: 1.9631 -4.5963 1.1556
H: 4.0804 -1.9080 1.8690
H: -1.5852 -0.4748 -3.1427
H: 3.8500 -1.2623 5.5644
H: 4.7092 0.5017 -4.1316
H: 3.5288 0.6086 -2.8734
H: -3.1965 0.6319 2.5550
H: -1.3422 1.7964 1.5217
H: -4.4470 5.0106 1.3665
H: -3.1932 -0.4082 -1.3797
H: -2.9091 2.0822 -1.8369
H: -2.1932 -3.8757 1.8270
H: -2.4832 3.2965 -3.0434
H: 2.8650 0.0681 -6.8566
H: -2.5559 0.9702 4.1732
H: 3.4464 -2.0464 -0.2633
H: 1.4020 2.9388 0.7442
H: 3.6583 1.8411 -4.1766
H: 1.4130 -2.3851 -1.7703
H: 1.7416 0.1159 -4.5295
H: -1.8750 -3.8568 -1.5330
H: -1.0982 3.4686 -0.9658
H: 4.2860 2.0818 0.0988
H: -5.2661 1.6989 -0.5154
H: 3.0125 1.9934 -1.0616
H: -0.1963 -1.5179 -3.4392
H: -0.1451 -3.6502 0.5665
H: 5.1139 -0.1476 4.9740
H: -1.3552 -4.8280 3.0429
H: 3.1007 -0.9855 -5.0489
H: 3.7648 -1.5564 -1.8881
H: 1.1705 -5.3473 2.6106
H: -0.4696 2.3355 4.4350
H: 1.3988 -0.5996 -2.0325
H: -1.6235 -5.4094 1.3539
H: -4.4279 4.1131 -0.9935
H: -0.8251 3.5386 3.2219
H: -3.0936 -2.3192 -2.8805
H: 0.5994 2.4901 3.0376
H: -3.2389 2.2998 3.1990
H: 3.7319 0.3424 2.9549
H: 3.4942 -0.3124 -0.6933
H: 0.7084 2.9364 -3.3958
H: -1.5501 -1.7194 -0.5983
H: 4.1220 -2.6391 3.5135
H: 2.6274 2.5804 1.8812
H: -3.6859 3.3881 0.4134
H: 2.4080 0.4666 1.5137
H: -1.4370 -1.3496 -4.6431
H: -1.9876 -3.5062 -3.6517
H: -5.8856 2.2827 0.9840
H: 0.7186 -5.9187 1.1081
H: -2.0286 1.6074 -3.2690
H: -3.6938 -1.6391 1.3713

Here is a molecular structure, C6H14Cl2O3PSc from OMol25. Energies are from the ωB97M-V functional and the def2-TZVPD basis.

Properties
Total charge: +2
Orbital gap (alpha / beta): 0.206 / 0.247 Eh
Energy above the lowest of the compared OMol25 structures with the same formula, charge and spin: 332.2 kJ/mol

Atoms and positions in Å:
Sc: -1.3798 1.0938 0.5732
Cl: -2.2578 -0.7596 1.6279
Cl: -2.7577 2.8709 1.1316
P: 1.0282 -0.7285 0.4110
O: -0.1440 1.9490 2.3495
O: 1.7947 2.7836 -0.9718
O: -0.8701 1.1548 -1.4351
C: 1.5336 -1.6525 1.9173
C: 1.2343 2.1163 -0.2261
C: 0.3241 -2.0522 -0.6403
C: -2.0204 0.6524 -1.4378
C: 2.6613 -0.5630 -0.3840
C: -3.0300 0.5859 -2.5145
H: 0.4225 -1.7793 -1.6988
H: 3.0816 -1.5490 -0.6333
H: 2.5564 0.0290 -1.3006
H: -2.6625 0.7863 -3.5338
H: 2.4094 -1.1619 2.3684
H: 0.0748 2.8835 2.1625
H: 0.6992 -1.6399 2.6332
H: -3.4932 -0.4078 -2.4773
H: -3.8195 1.3070 -2.2584
H: 1.7889 -2.6972 1.6775
H: -0.6427 1.9863 3.1913
H: 3.3405 -0.0406 0.3012
H: 0.8655 -2.9856 -0.4374
H: -0.7372 -2.1815 -0.3952

Here is a molecular structure, C11H11Cl2O3PRhY from OMol25. Energies are from the ωB97M-V functional and the def2-TZVPD basis.

Properties
Total charge: +4
Multiplicity: 5
Orbital gap (alpha / beta): 0.101 / 0.091 Eh

Atoms and positions in Å:
Rh: -0.0688 -0.8479 -6.8321
Y: -0.9564 -0.0171 -1.9012
Cl: 1.1908 -0.6433 -2.8062
Cl: -0.8993 0.6543 -5.1440
P: -0.8406 0.5061 1.0865
O: 0.7486 -2.9250 -8.7443
O: -0.6769 0.7373 -9.3129
O: -1.1944 -2.6694 0.6332
C: 0.1327 1.6392 0.0879
C: -0.1360 0.3825 3.8598
C: -0.4538 0.1744 -8.3090
C: -1.1874 -1.7752 -0.1364
C: 0.4494 -2.0983 -7.9566
C: 0.1570 -0.0153 2.5498
C: 0.6005 -0.0228 4.9424
C: 1.7492 -0.8050 4.7451
C: 2.0964 -1.2097 3.4280
C: 1.3005 -0.7823 2.3648
C: -2.1216 1.6108 1.7682
H: 2.3722 -1.0855 5.5840
H: -2.6778 0.9660 2.4744
H: 0.3113 0.2819 5.9495
H: 2.9674 -1.8382 3.2574
H: 0.8413 2.0331 0.8050
H: -0.4782 2.4046 -0.3838
H: 1.4553 -1.1030 1.3397
H: -1.6852 2.4697 2.3237
H: -1.0580 0.9124 4.0073
H: -2.8126 1.8638 0.9367
H: 0.8745 1.2020 -0.6169

Here is a molecular structure, C27H35CrFN4P2 from OMol25. Energies are from the ωB97M-V functional and the def2-TZVPD basis.

Properties
Multiplicity: 5
Orbital gap (alpha / beta): 0.314 / 0.283 Eh
Energy above the lowest of the compared OMol25 structures with the same formula, charge and spin: 0.0 kJ/mol

Atoms and positions in Å:
Cr: -2.6790 1.3602 2.1441
P: -0.8081 2.2147 1.0960
P: -2.6834 -0.1391 0.3903
F: -2.5917 2.6032 3.5166
N: -4.0343 -0.2374 -0.7187
N: -2.5216 -1.8256 0.7630
N: -0.5242 3.9258 0.9902
N: 0.7125 1.5765 1.6497
C: 2.2097 0.7527 3.1161
C: 0.3198 5.9375 0.4532
C: -1.5540 4.8586 1.1506
C: -5.3524 -0.4331 -0.3028
C: -1.2424 0.1932 -0.7572
C: 1.8997 1.3480 0.9446
C: 5.7272 -2.7328 -1.2718
C: 4.6392 -0.4052 -1.3192
C: -1.9784 -3.6468 1.9611
C: -2.4305 -2.8923 -0.1375
C: -4.4250 0.5415 3.0002
C: 0.6231 4.5934 0.5553
C: 3.2578 -3.5290 -1.5165
C: -1.0555 6.1040 0.8235
C: -6.1861 -0.1365 -1.3637
C: 2.8538 -2.7017 -2.4879
C: 3.9236 -0.3941 -2.6447
C: -4.0482 0.2247 -2.0368
C: -5.3627 0.2823 -2.4590
C: 5.3852 -1.3586 -0.7485
C: 2.8322 0.8403 1.8281
C: -2.2354 -2.2943 2.0502
C: -0.8275 1.6726 -0.6841
C: 3.6777 -1.7568 -3.3293
C: 4.6374 -3.7849 -0.9690
C: -2.1049 -4.0244 0.5826
C: 0.9133 1.2078 2.9847
H: -4.4143 0.6157 4.1031
H: -5.5624 -0.7821 0.7094
H: -3.1214 0.4694 -2.5577
H: -1.7368 -4.3045 2.7988
H: 2.6648 0.3847 4.0393
H: -7.2744 -0.2254 -1.3605
H: -1.9834 -5.0275 0.1666
H: 5.9399 -2.7118 -2.3422
H: 3.8564 0.5526 1.5754
H: -1.5775 2.3291 -1.1670
H: 1.5569 4.0521 0.3997
H: -2.6371 -2.7378 -1.1980
H: -5.6980 0.5786 -3.4546
H: -1.6133 7.0424 0.8643
H: -2.5352 4.5267 1.4939
H: 6.6516 -3.0683 -0.7869
H: -2.2460 -1.5987 2.8926
H: 1.7826 -2.6766 -2.6889
H: 4.4715 0.2592 -3.3419
H: 1.9741 1.5601 -0.1216
H: 2.9520 0.0964 -2.4914
H: -5.2971 1.1082 2.6118
H: 5.7822 -1.1352 0.2420
H: 4.5467 -3.8848 0.1218
H: -0.4285 -0.4533 -0.3739
H: 3.1368 -1.5626 -4.2630
H: 0.0925 1.3041 3.6973
H: 4.6287 -2.2061 -3.6207
H: 1.0183 6.7263 0.1626
H: -4.5504 -0.5239 2.7168
H: 4.9862 -4.7681 -1.3222
H: 4.5167 0.5177 -0.7511
H: 2.4804 -4.1202 -1.0307
H: -1.4698 -0.1317 -1.7898
H: 0.1403 1.8505 -1.1868

Here is 2 unconnected molecules or ions with the total composition C2H4F2N4 from OMol25. Energies are from the ωB97M-V functional and the def2-TZVPD basis.

Properties
Multiplicity: 3
Orbital gap (alpha / beta): 0.246 / 0.304 Eh
Energy above the lowest of the compared OMol25 structures with the same formula, charge and spin: 0.0 kJ/mol

Atoms and positions in Å:
F: -0.5141 -1.6537 -0.0432
F: 0.4015 0.7488 -1.2957
N: -1.9704 0.1691 -0.0837
N: -2.5032 -0.5042 -0.9898
N: 2.1703 -0.5415 0.1800
N: 2.5587 -0.7342 -0.9362
C: 0.4416 0.5543 -0.0127
C: -0.7687 -0.3952 0.3969
H: -3.5048 -0.2985 -1.3534
H: 3.3083 -1.3541 -1.0204
H: -0.8973 -0.4601 1.5238
H: 0.9139 1.3827 0.4890

Here is a molecular structure, C39H35F9N3O7PS3SeTl from OMol25. Energies are from the ωB97M-V functional and the def2-TZVPD basis.

Properties
Total charge: -1
Orbital gap: 0.292 Eh
Energy above the lowest of the compared OMol25 structures with the same formula, charge and spin: 77.4 kJ/mol

Atoms and positions in Å:
Tl: 0.9368 -0.4330 1.5617
Se: 0.7767 -1.4395 3.9774
S: 4.3791 -1.0425 2.6480
S: 2.6963 0.0002 -1.2730
S: 6.0531 1.0030 1.6839
P: -0.2199 1.4190 -1.3959
F: 6.7205 -0.5415 -0.4098
F: 8.1632 0.9750 0.0890
F: -5.2460 -6.2666 -3.0146
F: 4.0516 -3.1320 4.1696
F: 5.8682 -2.0311 4.5764
F: -5.7570 -4.4453 -4.0522
F: 6.3287 1.5367 -0.8919
F: -4.1297 -5.6763 -4.7708
F: 5.7350 -3.2883 2.8198
O: 2.4075 0.5294 0.1046
O: 3.5262 -1.6738 1.6673
O: 3.7128 -0.2131 3.6297
O: 7.1227 1.5471 2.4661
O: 4.0729 -0.3714 -1.4262
O: 1.6941 -0.9549 -1.6941
O: 4.8951 1.8200 1.4358
N: 5.7112 -0.4562 2.1395
N: 1.7709 1.6213 2.5399
N: -1.4639 0.7221 1.9280
C: 6.8528 0.7059 0.0107
C: 0.9556 2.9151 -3.4904
C: -1.3412 -4.6476 2.3210
C: -2.0740 -2.9754 -1.1343
C: -1.9889 -0.5666 -4.5381
C: -2.7064 0.3684 -2.0400
C: -3.4091 -3.1788 -0.7728
C: -4.7103 -5.2047 -3.6544
C: -2.4392 -4.2589 -3.1430
C: -1.0680 0.1372 -3.7723
C: -4.2507 -3.9017 -1.5943
C: 2.4269 1.4102 -2.3439
C: -1.1938 -2.2152 -0.3037
C: -1.8434 5.6757 -0.5098
C: -0.5740 5.2645 -0.1186
C: 3.2886 2.8511 -4.0575
C: -0.1412 3.9827 -0.4119
C: -1.9489 -2.4182 3.8476
C: 3.4950 1.8678 -3.1024
C: -2.6584 -4.4001 2.6810
C: -2.9590 -3.2851 3.4515
C: -0.9553 3.0868 -1.1116
C: -0.3315 -3.7848 2.7201
C: -2.2149 3.5172 -1.5161
C: -3.6222 -0.3419 -2.7990
C: -3.2673 -0.8073 -4.0580
C: 1.1479 1.9410 -2.5130
C: 0.0070 2.6808 3.9790
C: -2.0209 1.3317 3.1360
C: -1.4075 2.7019 3.3862
C: 5.0559 -2.4571 3.6098
C: -2.6580 4.8000 -1.2095
C: -0.6265 -2.6554 3.4797
C: -1.5958 -3.5271 -2.3229
C: -0.4075 -1.5646 0.3427
C: -1.4241 0.6360 -2.5225
C: 1.1446 2.8759 2.9734
C: -3.7659 -4.4385 -2.7823
C: 2.0149 3.3641 -4.2636
H: 0.0772 3.4821 4.7173
H: -1.7901 0.6657 3.9706
H: -2.1854 -1.5462 4.4446
H: -5.2863 -4.0535 -1.3162
H: 4.1228 3.2110 -4.6464
H: -3.6427 5.1155 -1.5321
H: -0.5610 -3.3629 -2.5925
H: -3.1124 1.4285 3.0820
H: -1.3988 3.2577 2.4403
H: 0.6940 -3.9712 2.4271
H: -1.8496 -0.2058 1.7721
H: 4.4719 1.4366 -2.9316
H: 2.2586 1.1918 3.3239
H: 1.9197 3.5079 3.4179
H: -1.6984 -0.9377 -5.5126
H: 1.8465 4.1204 -5.0202
H: -0.0672 0.2990 -4.1506
H: 0.1705 1.7477 4.5267
H: -3.9831 -3.0863 3.7452
H: -3.4456 -5.0729 2.3635
H: 0.0790 5.9438 0.4154
H: -0.0333 3.3339 -3.6364
H: -2.1889 6.6748 -0.2763
H: 0.7722 3.4017 2.0945
H: 0.8567 3.6707 -0.1193
H: -1.0974 -5.5103 1.7132
H: -2.9939 0.7089 -1.0499
H: -1.6888 1.2731 1.1054
H: -2.0712 3.2615 4.0498
H: -3.7699 -2.7640 0.1592
H: -3.9787 -1.3665 -4.6528
H: 2.5155 1.8132 1.8659
H: -2.0667 -4.6816 -4.0656
H: -2.8556 2.8586 -2.0891
H: -4.6113 -0.5385 -2.4041

Here is a molecular structure, C14H32CrN6O7 from OMol25. Energies are from the ωB97M-V functional and the def2-TZVPD basis.

Properties
Multiplicity: 5
Orbital gap (alpha / beta): 0.128 / 0.120 Eh

Atoms and positions in Å:
Cr: 0.0556 0.0813 -0.0160
O: 0.0360 1.1545 -4.8463
O: 2.0326 -1.7403 -3.8998
O: -0.8335 -2.1635 -1.7110
O: -1.4628 -0.7305 1.6365
O: -1.7473 2.2368 0.5589
O: 1.9771 -2.2897 -0.4215
O: 0.2752 1.8252 2.4466
N: -2.5720 0.2577 3.3421
N: 1.5124 -1.2354 0.3473
N: -1.0168 -0.9546 -1.3458
N: 0.9002 0.9274 1.6276
N: -0.9651 -1.5050 3.7330
N: -1.4740 1.2571 -0.2427
C: 2.2709 0.3377 3.6674
C: -3.0878 0.4235 4.6988
C: 2.1774 -1.0385 1.4973
C: 3.2081 -2.0015 1.9998
C: -1.6853 -0.6894 2.8794
C: 1.7754 0.1281 2.2532
C: 1.1751 1.5258 -0.9228
C: -1.3649 -1.8451 5.1030
C: -3.4994 0.7901 2.3608
C: -2.5516 -0.6970 -3.2882
C: -3.2778 2.0530 -1.7451
C: -2.2979 1.0117 -1.3503
C: -0.1423 -2.5605 3.1356
C: -1.9848 -0.1828 -2.0193
H: -3.0714 -1.6430 -3.0994
H: -2.4567 -2.0109 5.1658
H: -2.2636 0.4622 5.4223
H: -3.2354 0.4790 1.3489
H: -3.2553 0.0525 -3.6533
H: -3.6777 1.3584 4.6691
H: 3.9811 -1.4153 2.5154
H: -2.7473 3.0093 -1.8676
H: -1.0717 -1.0316 5.7890
H: 2.4551 -0.6208 4.2117
H: 0.6551 2.3963 -0.4872
H: -1.7524 -0.8392 -4.0254
H: 2.1613 -1.1796 -3.1155
H: -4.0508 2.1687 -0.9703
H: 2.7950 -2.7040 2.7443
H: 0.8403 -2.5767 3.6284
H: 0.0338 -2.3647 2.0743
H: -4.5167 0.4718 2.6311
H: -0.5995 -3.5576 3.2733
H: -3.7452 -0.4311 4.9381
H: -0.4841 2.1215 1.8622
H: 1.5596 0.9740 4.2194
H: 1.3600 1.6869 -2.0023
H: -3.7244 1.7383 -2.6950
H: 0.3192 1.7659 -4.1314
H: -3.4634 1.8819 2.3665
H: -0.8230 -2.7791 5.3426
H: 1.5416 -2.2241 -1.3073
H: 3.6375 -2.5763 1.1690
H: 3.2409 0.8640 3.5638
H: 2.0515 1.2182 -0.3217
H: 1.5744 -1.1458 -4.5246

Number 1: total energy -184378.2784 eV. Number 2: total energy -53110.8683 eV. Number 3: total energy -67609.5357 eV. Number 4: total energy -56062.4689 eV. Number 5: total energy -84242.1965 eV. Number 6: total energy -13526.6744 eV. Number 7: total energy -196107.4267 eV. Number 8: total energy -66721.9091 eV.